# 1
154
Properties=species:S:1:pos:R:3:lowdin_charge:R:1 method="wB97M-V/def2-TZVPD" multiplicity=1 max_force_ha_per_bohr=0.037 smiles=COC[C@H](C)N.COC[C@H](C)N.COC[C@H](C)N.COC[C@H](C)N.COC[C@H](C)N.COC[C@H](C)N.COC[C@H](C)N.COC[C@H](C)N.CCO.CCO e_homo_ev=-8.751 homo_lumo_gap_ha=0.340 total_charge=0
C -1.315 -3.089 -1.924 -0.11
O -0.141 -2.774 -1.218 -0.21
C -0.019 -1.383 -0.959 -0.18
C 1.016 -1.141 0.161 -0.40
C 0.687 -1.798 1.517 -0.03
N 1.111 0.291 0.359 0.06
H -1.305 -2.684 -2.943 0.09
H -2.263 -2.852 -1.434 0.06
H -1.323 -4.175 -2.043 0.07
H 0.261 -0.900 -1.900 0.10
H -0.947 -0.937 -0.576 0.12
H 2.008 -1.423 -0.197 0.11
H 0.508 -2.851 1.294 0.05
H -0.212 -1.354 1.949 0.06
H 1.502 -1.679 2.227 0.08
H 0.279 0.784 0.665 0.06
H 1.466 0.747 -0.473 0.03
C 2.422 6.282 -2.936 -0.12
O 2.084 4.970 -3.312 -0.17
C 2.492 4.047 -2.320 -0.21
C 2.090 2.594 -2.647 -0.40
C 0.596 2.361 -2.489 -0.05
N 2.887 1.578 -1.958 0.03
H 1.998 6.546 -1.961 0.09
H 1.958 6.959 -3.652 0.09
H 3.492 6.506 -2.900 0.08
H 3.575 4.130 -2.154 0.11
H 2.110 4.321 -1.326 0.12
H 2.368 2.553 -3.707 0.14
H 0.237 2.692 -1.514 0.05
H 0.353 1.302 -2.589 0.06
H 0.063 2.872 -3.291 0.09
H 3.834 1.622 -2.327 0.09
H 2.970 1.903 -0.990 0.03
C 1.126 -5.475 -1.246 -0.13
O 2.463 -5.554 -0.857 -0.17
C 2.959 -4.315 -0.359 -0.20
C 4.435 -4.530 -0.091 -0.41
C 4.621 -5.482 1.090 -0.07
N 5.054 -3.272 0.373 0.03
H 0.442 -5.274 -0.415 0.09
H 0.827 -6.388 -1.765 0.09
H 0.935 -4.693 -1.988 0.07
H 2.834 -3.611 -1.191 0.10
H 2.436 -3.879 0.497 0.12
H 4.902 -4.856 -1.023 0.14
H 4.303 -6.503 0.883 0.07
H 4.099 -5.138 1.986 0.08
H 5.652 -5.483 1.455 0.07
H 4.918 -2.488 -0.255 0.05
H 6.043 -3.407 0.526 0.06
C 5.840 5.731 0.389 -0.12
O 5.025 4.707 0.883 -0.19
C 5.440 3.400 0.511 -0.21
C 4.587 2.389 1.240 -0.43
C 4.964 0.985 0.818 -0.06
N 3.154 2.624 1.015 0.06
H 5.745 5.880 -0.690 0.08
H 6.886 5.566 0.674 0.09
H 5.639 6.705 0.838 0.09
H 5.394 3.287 -0.580 0.12
H 6.505 3.281 0.742 0.13
H 4.865 2.504 2.296 0.14
H 4.344 0.239 1.317 0.08
H 6.010 0.745 1.026 0.08
H 4.895 0.780 -0.255 0.07
H 2.976 3.494 1.502 0.08
H 2.641 1.807 1.331 0.05
C 0.490 -0.731 -6.523 -0.13
O 1.735 -1.127 -6.006 -0.19
C 1.804 -1.052 -4.585 -0.20
C 3.212 -1.380 -4.102 -0.41
C 3.671 -2.810 -4.410 -0.05
N 3.241 -1.202 -2.655 0.04
H -0.274 -1.481 -6.290 0.08
H 0.574 -0.590 -7.598 0.09
H 0.063 0.203 -6.134 0.08
H 1.447 -0.039 -4.357 0.11
H 1.039 -1.726 -4.165 0.12
H 3.863 -0.657 -4.600 0.14
H 4.713 -3.033 -4.192 0.07
H 3.568 -3.017 -5.478 0.07
H 3.001 -3.458 -3.841 0.07
H 2.542 -1.716 -2.131 0.03
H 3.050 -0.218 -2.387 0.02
C -0.890 3.476 1.506 -0.08
O -1.185 2.534 0.487 -0.24
C -2.520 2.449 0.009 -0.18
C -3.058 3.708 -0.654 -0.45
C -4.536 3.553 -0.948 -0.06
N -2.312 4.037 -1.856 0.07
H 0.120 3.338 1.888 0.08
H -1.524 3.214 2.363 0.08
H -1.075 4.481 1.129 0.09
H -2.563 1.618 -0.696 0.13
H -3.138 2.184 0.873 0.11
H -2.922 4.528 0.068 0.13
H -4.756 2.642 -1.509 0.08
H -4.907 4.363 -1.580 0.08
H -5.133 3.553 -0.036 0.06
H -1.330 3.905 -1.651 0.04
H -2.474 4.960 -2.228 0.08
C -4.254 -1.212 -0.304 -0.10
O -4.828 -0.011 0.177 -0.20
C -5.576 -0.186 1.369 -0.20
C -6.060 1.188 1.823 -0.43
C -6.531 1.241 3.262 -0.07
N -7.113 1.669 0.882 0.05
H -3.771 -1.009 -1.257 0.09
H -5.053 -1.955 -0.392 0.09
H -3.499 -1.619 0.379 0.07
H -6.439 -0.859 1.279 0.13
H -4.953 -0.683 2.122 0.11
H -5.224 1.893 1.765 0.11
H -5.788 0.824 3.952 0.07
H -7.430 0.658 3.466 0.08
H -6.655 2.260 3.630 0.08
H -6.868 1.140 0.049 0.06
H -7.038 2.646 0.636 0.05
C -1.822 0.460 3.693 -0.09
O -1.611 1.470 4.653 -0.21
C -0.261 1.850 4.883 -0.19
C -0.172 3.096 5.792 -0.44
C 1.266 3.402 6.140 -0.08
N -0.947 2.939 7.030 0.04
H -2.785 -0.048 3.680 0.08
H -1.107 -0.336 3.936 0.08
H -1.630 0.877 2.698 0.07
H 0.358 0.994 5.171 0.13
H 0.068 2.172 3.884 0.10
H -0.588 3.942 5.239 0.14
H 1.861 3.618 5.243 0.07
H 1.780 2.550 6.591 0.08
H 1.412 4.314 6.716 0.08
H -0.444 2.272 7.609 0.07
H -1.788 2.459 6.712 0.06
C -2.449 -4.225 1.740 -0.08
C -3.408 -3.937 2.854 -0.33
O -2.801 -3.931 4.139 -0.07
H -2.798 -3.928 0.746 0.05
H -2.285 -5.295 1.584 0.08
H -1.498 -3.716 1.898 0.06
H -4.275 -4.596 2.739 0.12
H -3.830 -2.931 2.755 0.09
H -2.843 -4.823 4.496 0.08
C -4.045 -5.954 -2.134 -0.09
C -5.220 -5.068 -1.851 -0.33
O -5.678 -5.237 -0.518 -0.08
H -4.225 -7.007 -1.914 0.08
H -3.109 -5.672 -1.651 0.05
H -3.835 -5.937 -3.207 0.08
H -6.044 -5.238 -2.554 0.11
H -4.964 -4.008 -2.001 0.10
H -6.538 -4.814 -0.449 0.08

***

# 2
155
Properties=species:S:1:pos:R:3:lowdin_charge:R:1 method="wB97M-V/def2-TZVPD" multiplicity=1 max_force_ha_per_bohr=0.058 smiles=COC[C@H](C)N.COC[C@H](C)N.COC[C@H](C)N.COC[C@H](C)N.COC[C@H](C)N.COC[C@H](C)N.COC[C@H](C)N.CCO.CCO.CCO.CCO e_homo_ev=-8.685 homo_lumo_gap_ha=0.328 total_charge=0
C 1.122 -5.961 6.391 -0.16
O 1.519 -4.650 6.431 -0.20
C 0.587 -3.821 5.685 -0.18
C 0.697 -2.371 6.264 -0.43
C -0.001 -2.352 7.652 -0.06
N 0.159 -1.396 5.338 0.04
H 0.209 -6.162 6.952 0.09
H 1.892 -6.529 6.913 0.09
H 1.156 -6.286 5.351 0.09
H 0.943 -3.879 4.656 0.12
H -0.460 -4.127 5.682 0.12
H 1.756 -2.240 6.484 0.13
H 0.433 -3.157 8.245 0.07
H -1.079 -2.390 7.489 0.08
H 0.268 -1.443 8.189 0.07
H 0.388 -0.521 5.788 0.06
H -0.846 -1.446 5.260 0.07
C -5.163 -1.317 -4.356 -0.09
O -6.295 -1.077 -5.198 -0.21
C -6.282 0.146 -5.982 -0.18
C -5.018 0.342 -6.792 -0.48
C -5.036 1.646 -7.538 -0.08
N -4.961 -0.704 -7.777 0.03
H -4.374 -1.724 -4.989 0.08
H -5.490 -1.979 -3.554 0.09
H -4.808 -0.378 -3.932 0.09
H -7.160 0.063 -6.622 0.13
H -6.536 1.005 -5.362 0.12
H -4.067 0.358 -6.258 0.13
H -4.876 2.430 -6.798 0.08
H -5.973 1.853 -8.054 0.08
H -4.227 1.739 -8.262 0.08
H -5.487 -1.488 -7.417 0.06
H -5.531 -0.505 -8.586 0.07
C -1.009 8.889 4.824 -0.08
O -1.491 7.925 3.880 -0.23
C -0.468 7.207 3.183 -0.20
C -1.077 6.199 2.110 -0.43
C -1.673 5.014 2.817 -0.08
N 0.070 5.737 1.326 0.04
H -1.696 9.717 4.648 0.09
H 0.020 9.142 4.571 0.08
H -1.067 8.331 5.759 0.09
H 0.106 7.998 2.701 0.11
H 0.176 6.702 3.903 0.12
H -1.928 6.674 1.620 0.14
H -2.575 5.414 3.279 0.08
H -1.039 4.515 3.551 0.08
H -2.080 4.356 2.049 0.08
H 0.655 5.415 2.083 0.06
H 0.602 6.562 1.086 0.06
C 1.917 -2.581 -3.352 -0.10
O 0.885 -2.941 -2.430 -0.22
C -0.069 -1.902 -2.066 -0.15
C 0.691 -0.839 -1.186 -0.45
C 1.040 -1.352 0.148 -0.09
N -0.246 0.234 -0.878 0.04
H 1.506 -1.750 -3.925 0.08
H 2.292 -3.359 -4.017 0.08
H 2.720 -2.272 -2.683 0.08
H -0.581 -1.434 -2.906 0.11
H -0.826 -2.368 -1.435 0.12
H 1.576 -0.620 -1.784 0.12
H 1.678 -2.236 0.167 0.08
H 0.193 -1.616 0.780 0.09
H 1.666 -0.705 0.762 0.08
H -0.316 0.812 -1.703 0.07
H 0.147 0.822 -0.156 0.07
C 0.394 3.370 7.812 -0.14
O 1.479 2.770 7.186 -0.20
C 2.627 3.606 7.265 -0.16
C 3.979 2.744 7.013 -0.44
C 5.244 3.555 7.099 -0.08
N 3.858 2.045 5.759 0.03
H -0.561 2.911 7.557 0.09
H 0.266 4.405 7.496 0.08
H 0.596 3.448 8.880 0.09
H 2.589 4.401 6.521 0.12
H 2.670 4.126 8.222 0.11
H 4.103 1.963 7.763 0.12
H 6.025 2.801 7.197 0.08
H 5.272 4.198 7.980 0.08
H 5.426 4.145 6.201 0.08
H 4.565 1.425 5.392 0.08
H 2.968 1.577 5.850 0.06
C -3.629 -8.888 -4.155 -0.07
O -3.521 -8.047 -2.970 -0.21
C -2.293 -7.501 -2.589 -0.22
C -2.284 -7.325 -1.076 -0.47
C -3.385 -6.485 -0.460 -0.06
N -1.038 -6.721 -0.775 0.02
H -4.674 -8.768 -4.440 0.08
H -3.394 -9.935 -3.963 0.08
H -2.988 -8.484 -4.939 0.08
H -1.450 -8.122 -2.892 0.13
H -2.298 -6.533 -3.090 0.13
H -2.282 -8.272 -0.536 0.14
H -3.228 -6.559 0.616 0.08
H -4.362 -6.904 -0.700 0.07
H -3.355 -5.456 -0.818 0.08
H -0.704 -6.050 -1.452 0.07
H -1.055 -6.262 0.125 0.07
C 1.457 2.566 -7.237 -0.05
O 2.105 3.116 -6.057 -0.20
C 1.375 3.125 -4.878 -0.24
C 0.425 4.310 -4.842 -0.46
C 1.225 5.646 -4.752 -0.05
N -0.372 4.216 -3.674 0.02
H 1.187 1.543 -6.973 0.08
H 2.064 2.573 -8.142 0.09
H 0.612 3.235 -7.397 0.08
H 0.745 2.237 -4.829 0.11
H 2.044 3.036 -4.022 0.13
H -0.323 4.310 -5.636 0.13
H 0.506 6.465 -4.708 0.07
H 1.913 5.836 -5.576 0.07
H 1.791 5.574 -3.823 0.07
H 0.104 4.542 -2.845 0.07
H -1.088 4.913 -3.821 0.07
C 0.950 -4.092 -8.595 -0.08
C -0.432 -3.548 -8.254 -0.34
O -0.873 -2.599 -9.193 -0.09
H 1.678 -3.294 -8.742 0.07
H 0.902 -4.630 -9.542 0.07
H 1.232 -4.763 -7.784 0.07
H -0.454 -3.069 -7.275 0.10
H -1.199 -4.320 -8.301 0.11
H -1.721 -2.212 -8.965 0.08
C 6.223 -3.440 1.821 -0.09
C 5.582 -2.292 2.585 -0.31
O 6.477 -1.899 3.656 -0.10
H 6.404 -4.258 2.518 0.07
H 7.184 -3.156 1.391 0.07
H 5.593 -3.705 0.972 0.07
H 4.594 -2.534 2.975 0.10
H 5.400 -1.381 2.015 0.10
H 6.362 -2.607 4.295 0.07
C -4.842 -1.786 3.042 -0.09
C -4.232 -0.557 2.404 -0.34
O -3.996 -0.916 1.056 -0.09
H -5.774 -1.960 2.502 0.08
H -4.973 -1.659 4.117 0.07
H -4.125 -2.590 2.877 0.07
H -3.314 -0.226 2.888 0.11
H -4.920 0.288 2.434 0.10
H -3.218 -0.472 0.710 0.07
C 5.484 5.192 0.054 -0.07
C 5.108 3.942 0.858 -0.37
O 4.359 4.184 1.977 -0.07
H 4.655 5.566 -0.546 0.06
H 6.285 4.902 -0.626 0.07
H 5.851 6.022 0.657 0.07
H 6.017 3.418 1.153 0.10
H 4.580 3.141 0.339 0.11
H 4.567 3.521 2.639 0.08

***

# 3
162
Properties=species:S:1:pos:R:3:lowdin_charge:R:1 method="wB97M-V/def2-TZVPD" multiplicity=1 max_force_ha_per_bohr=0.072 smiles=COC[C@H](C)N.COC[C@H](C)N.COC[C@H](C)N.COC[C@H](C)N.COC[C@H](C)N.COC[C@H](C)N.COC[C@H](C)N.COC[C@H](C)N.COC[C@H](C)N.O.O.O e_homo_ev=-8.895 homo_lumo_gap_ha=0.340 total_charge=0
C 0.688 -15.964 -12.154 -0.19
O 0.681 -16.703 -11.014 -0.19
C -0.200 -17.932 -11.096 -0.12
C -0.146 -18.713 -9.789 -0.42
C -1.345 -19.639 -9.696 -0.08
N -0.375 -17.848 -8.649 0.04
H 1.305 -15.081 -12.064 0.08
H -0.317 -15.520 -12.418 0.08
H 0.961 -16.580 -13.087 0.11
H -1.149 -17.482 -11.170 0.09
H -0.030 -18.496 -12.012 0.12
H 0.811 -19.210 -9.622 0.15
H -1.238 -20.040 -8.635 0.11
H -1.376 -20.487 -10.342 0.06
H -2.239 -19.047 -9.801 0.06
H 0.233 -17.097 -8.616 0.04
H -1.328 -17.490 -8.557 0.08
C 1.724 -26.605 -14.420 -0.11
O 0.822 -25.589 -14.167 -0.22
C 1.299 -24.294 -14.293 -0.21
C 0.062 -23.356 -14.496 -0.43
C -0.706 -23.742 -15.796 -0.05
N 0.485 -21.997 -14.517 0.03
H 2.481 -26.653 -13.675 0.08
H 2.189 -26.366 -15.346 0.07
H 1.127 -27.559 -14.458 0.11
H 1.717 -24.032 -13.333 0.12
H 2.021 -24.396 -15.098 0.12
H -0.469 -23.551 -13.505 0.15
H -1.635 -23.305 -15.844 0.02
H -0.769 -24.812 -15.902 0.06
H -0.119 -23.419 -16.663 0.09
H -0.378 -21.455 -14.466 0.05
H 1.037 -21.922 -15.376 0.09
C -6.703 -24.799 -11.135 -0.10
O -5.848 -25.944 -11.062 -0.18
C -5.291 -26.272 -12.337 -0.18
C -4.286 -25.182 -12.859 -0.47
C -3.680 -25.776 -14.084 -0.07
N -3.378 -24.911 -11.762 0.07
H -7.455 -24.737 -11.902 0.09
H -6.182 -23.894 -11.073 0.06
H -7.185 -24.730 -10.230 0.06
H -4.784 -27.255 -12.242 0.14
H -6.146 -26.379 -13.030 0.12
H -4.852 -24.328 -13.104 0.08
H -4.375 -26.039 -14.918 0.09
H -3.097 -26.690 -13.846 0.10
H -2.997 -24.961 -14.452 0.07
H -2.421 -24.826 -12.125 0.08
H -3.540 -25.550 -11.013 0.06
C -4.356 -23.254 -7.889 -0.10
O -4.391 -21.913 -7.404 -0.21
C -5.265 -21.083 -8.208 -0.18
C -4.886 -19.574 -7.966 -0.38
C -4.820 -19.249 -6.440 -0.05
N -5.842 -18.747 -8.733 0.04
H -3.749 -23.855 -7.242 0.08
H -4.049 -23.287 -8.963 0.09
H -5.403 -23.669 -7.837 0.09
H -5.139 -21.263 -9.278 0.11
H -6.292 -21.336 -7.878 0.13
H -3.847 -19.407 -8.342 0.12
H -4.599 -18.178 -6.410 0.07
H -3.959 -19.693 -5.861 0.10
H -5.749 -19.528 -5.981 0.07
H -5.694 -17.778 -8.589 0.05
H -6.813 -18.889 -8.348 0.12
C -4.410 -15.034 -8.872 -0.11
O -5.491 -14.881 -7.956 -0.24
C -6.743 -14.455 -8.581 -0.19
C -7.848 -14.378 -7.553 -0.40
C -7.268 -13.726 -6.239 -0.06
N -8.529 -15.640 -7.117 0.04
H -4.030 -14.006 -9.107 0.10
H -4.647 -15.634 -9.717 0.06
H -3.543 -15.497 -8.347 0.09
H -6.617 -13.400 -9.035 0.15
H -6.946 -15.187 -9.426 0.13
H -8.626 -13.733 -8.005 0.14
H -6.423 -14.266 -5.770 0.08
H -8.049 -13.559 -5.521 0.06
H -6.993 -12.690 -6.375 0.07
H -8.723 -16.161 -7.916 0.03
H -7.795 -16.204 -6.688 0.06
C -8.493 -19.064 -15.513 -0.11
O -7.593 -18.370 -16.355 -0.23
C -8.038 -17.080 -16.858 -0.16
C -7.637 -15.955 -15.869 -0.40
C -7.486 -14.630 -16.613 -0.08
N -6.227 -16.224 -15.391 0.05
H -7.889 -19.478 -14.734 0.06
H -9.158 -19.751 -16.106 0.10
H -9.207 -18.407 -14.983 0.09
H -7.542 -16.951 -17.860 0.14
H -9.134 -17.120 -17.029 0.13
H -8.321 -15.873 -15.037 0.13
H -6.663 -14.624 -17.321 0.07
H -7.271 -13.819 -15.850 0.10
H -8.465 -14.371 -17.010 0.07
H -6.257 -17.093 -14.850 0.03
H -6.050 -15.549 -14.679 0.05
C -7.299 -24.823 -16.992 -0.10
O -6.321 -25.051 -17.988 -0.18
C -5.414 -24.035 -18.189 -0.28
C -4.278 -24.407 -19.104 -0.44
C -3.474 -25.531 -18.511 -0.06
N -3.382 -23.252 -19.195 0.05
H -6.795 -24.626 -16.016 0.07
H -7.985 -25.754 -16.986 0.12
H -7.893 -23.918 -17.185 0.08
H -5.908 -23.088 -18.526 0.13
H -4.996 -23.672 -17.214 0.12
H -4.689 -24.600 -20.101 0.15
H -2.778 -25.867 -19.297 0.08
H -4.039 -26.480 -18.335 0.09
H -2.851 -25.221 -17.674 0.06
H -3.363 -22.812 -18.275 0.06
H -3.847 -22.615 -19.794 0.05
C -2.578 -18.384 -18.683 -0.08
O -2.125 -17.127 -18.101 -0.19
C -2.988 -16.591 -17.103 -0.22
C -2.390 -15.280 -16.595 -0.46
C -1.130 -15.681 -15.907 -0.07
N -3.230 -14.458 -15.774 0.07
H -1.787 -18.816 -19.260 0.07
H -3.467 -18.354 -19.333 0.08
H -2.884 -19.139 -17.913 0.07
H -3.997 -16.486 -17.513 0.12
H -3.069 -17.348 -16.318 0.09
H -2.080 -14.717 -17.532 0.16
H -1.283 -16.453 -15.123 0.07
H -0.806 -14.801 -15.420 0.07
H -0.380 -16.005 -16.620 0.09
H -3.070 -14.754 -14.813 0.05
H -4.198 -14.638 -16.029 0.05
C -6.827 -22.031 -13.923 -0.03
O -5.834 -20.962 -13.981 -0.24
C -4.815 -21.196 -14.900 -0.21
C -3.661 -20.142 -14.665 -0.35
C -2.895 -20.495 -13.345 -0.03
N -4.245 -18.782 -14.771 0.04
H -7.403 -21.723 -13.080 0.09
H -6.368 -23.004 -13.794 0.06
H -7.379 -21.942 -14.870 0.09
H -4.382 -22.219 -14.667 0.13
H -5.136 -21.031 -15.888 0.10
H -2.977 -20.219 -15.537 0.13
H -3.554 -20.897 -12.558 0.08
H -2.316 -19.644 -12.986 0.07
H -2.213 -21.280 -13.637 0.04
H -4.449 -18.631 -15.772 0.08
H -5.183 -18.850 -14.312 0.08
O -3.226 -16.560 -13.306 -0.08
H -2.351 -16.424 -13.651 -0.02
H -3.558 -17.418 -13.657 0.00
O -6.277 -16.569 -12.382 -0.09
H -5.338 -16.451 -12.576 -0.01
H -6.406 -17.548 -12.277 0.01
O -6.141 -19.349 -11.560 -0.11
H -5.977 -19.128 -10.600 0.01
H -5.347 -19.810 -11.963 0.04